Entry 1:
{"formula": "C14H18N3O6", "method": "ωB97M-V/def2-TZVPD", "species": ["C", "C", "O", "C", "N", "N", "C", "O", "O", "C", "C", "O", "H", "H", "H", "H", "H", "H", "H", "H", "H", "H", "C", "C", "C", "C", "C", "C", "N", "O", "O", "C", "C", "H", "H", "H", "H", "H", "H", "H", "H"], "coordinates": [[-4.7326, 0.1869, -2.9973], [-3.5417, -0.7457, -3.0185], [-2.5275, 0.0882, -2.3743], [-1.3168, -0.5104, -2.1510], [-0.6226, 0.2603, -1.1369], [0.5913, -0.1395, -0.8435], [1.6263, 0.0813, -1.7792], [1.4578, 0.5213, -2.9017], [2.8354, -0.3244, -1.2506], [4.0034, 0.1369, -2.0893], [5.0918, -0.8458, -1.7880], [-0.8784, -1.5467, -2.6113], [-5.6557, -0.3438, -3.1435], [-4.8368, 0.7677, -2.0797], [-4.6706, 0.9277, -3.7915], [-3.7366, -1.6598, -2.4098], [-3.2253, -0.9635, -4.0561], [3.8277, 0.1862, -3.1766], [4.2388, 1.1231, -1.7013], [6.1045, -0.4798, -1.8069], [4.9640, -1.2770, -0.7995], [5.1173, -1.6421, -2.5286], [-1.0663, 2.2872, 4.9711], [-0.6975, 1.4541, 3.7696], [-0.9314, 0.0703, 3.8437], [-0.5497, -0.7464, 2.7656], [0.1369, -0.1654, 1.6892], [0.8347, -0.8985, 0.5915], [0.4913, -2.4072, 0.5351], [1.1243, -3.0846, -0.2865], [-0.4429, -2.8912, 1.2043], [0.2531, 1.2335, 1.5620], [-0.1540, 2.0742, 2.6136], [-0.9971, 3.3650, 4.7510], [-2.0929, 2.0915, 5.3362], [-0.4068, 2.0744, 5.8390], [-1.4300, -0.4385, 4.6820], [-0.7787, -1.8040, 2.7502], [1.9618, -0.7664, 0.6453], [0.6645, 1.6036, 0.6483], [-0.0332, 3.1474, 2.5240]], "forces_ev_per_a": [[-0.4, 0.3, -0.4], [0.7, 1.1, 0.8], [0.0, -1.4, -0.7], [2.9, 1.4, 3.8], [-4.6, 0.4, -2.2], [2.9, -2.0, 0.9], [-1.3, -1.3, 1.1], [0.5, 0.0, 1.1], [1.0, 1.0, -2.2], [-0.7, -0.3, 1.0], [0.5, -0.9, 0.0], [-1.1, -0.2, -1.0], [-0.5, -0.4, -0.1], [0.3, -0.3, 0.2], [0.1, 0.0, -0.2], [0.4, 0.5, -0.6], [-0.2, -0.3, 0.6], [-0.6, 0.0, 0.7], [0.0, 0.2, -0.2], [0.3, 0.8, -0.1], [-0.2, -0.1, 0.1], [-0.3, -0.3, 0.1], [-0.2, 0.4, 0.6], [-0.3, 0.3, 0.3], [0.3, -0.1, -1.2], [0.3, 0.9, 0.3], [-0.4, 0.6, -0.2], [1.1, 1.1, -2.6], [-0.3, -1.4, -1.5], [-0.6, 1.3, 1.5], [1.5, 0.8, -1.3], [-0.5, -0.2, 1.6], [-0.1, -2.0, 0.0], [0.0, -0.4, 0.1], [0.4, 0.0, -0.3], [-0.2, 0.1, -0.5], [0.2, 0.7, -0.2], [0.2, 0.4, 0.3], [-1.5, -0.9, 0.3], [0.1, 0.3, -0.3], [-0.1, 0.0, 0.2]], "charge": -1, "largest_force_ev_per_a": 5.1, "spin_multiplicity": 1, "e_homo_ha": -0.1252, "energy_ev": -31561.88065, "homo_lumo_gap_ev": 6.414}

=====

Entry 2:
{"formula": "C14H11CeClN2O2", "method": "ωB97M-V/def2-TZVPD", "species": ["Cl", "C", "C", "C", "H", "C", "C", "H", "H", "H", "C", "Ce", "C", "C", "O", "O", "H", "H", "H", "N", "C", "C", "C", "C", "C", "N", "C", "H", "H", "H", "H"], "coordinates": [[2.2729, 1.4463, -1.3394], [-0.4818, -1.6825, -1.6969], [-0.8614, -2.1856, -0.4144], [0.3373, -2.4528, 0.3299], [-1.8903, -2.4326, -0.1115], [1.4670, -2.1098, -0.4883], [0.9493, -1.6185, -1.7309], [1.5483, -1.2098, -2.5441], [-1.1682, -1.4724, -2.5313], [0.3814, -2.7877, 1.3714], [2.8764, -2.0133, -0.0326], [0.5330, 0.0804, 0.1251], [-1.7427, -0.1534, 1.5252], [-1.0592, 1.7786, -1.1885], [-2.6396, -0.0156, 2.2515], [-1.4002, 2.8320, -1.4687], [2.9428, -1.7726, 1.0372], [3.4165, -1.2358, -0.5828], [3.3938, -2.9630, -0.1907], [-4.4584, 4.8486, 2.3027], [-3.3258, 4.5976, 2.1682], [-1.9293, 4.2505, 1.9668], [-0.9002, 5.2008, 2.0525], [0.3971, 4.7906, 1.7697], [0.6299, 3.4582, 1.4326], [-0.3521, 2.5459, 1.3802], [-1.6210, 2.9382, 1.6065], [-1.1472, 6.2366, 2.3178], [1.2358, 5.4733, 1.7895], [1.6161, 3.0940, 1.1597], [-2.4172, 2.2077, 1.4603]], "forces_ev_per_a": [[-1.4, -1.0, 1.2], [0.5, -0.1, 0.3], [0.5, -0.3, -0.1], [-0.3, 0.3, -0.5], [0.6, 0.2, -0.1], [-1.1, -0.2, -0.2], [-0.5, -0.3, 0.0], [-0.1, -0.3, 0.2], [0.5, 0.1, 0.6], [0.0, -0.1, -0.4], [0.2, 0.4, 0.0], [1.0, 2.2, -0.6], [-4.4, 0.8, 3.8], [-0.9, 3.4, -1.0], [4.1, -1.0, -3.5], [0.8, -3.3, 0.5], [0.0, -0.2, 0.0], [0.0, -0.2, -0.1], [0.0, 0.0, 0.1], [2.4, -0.5, -0.3], [-1.7, 0.4, 0.2], [-0.3, -0.1, -0.2], [-0.2, 0.0, 0.1], [0.0, -0.3, -0.1], [-0.2, 0.2, 0.1], [-0.2, -0.7, -0.5], [0.3, 0.4, 0.2], [0.2, -0.5, -0.1], [-0.1, 0.1, 0.0], [0.0, 0.3, 0.2], [0.2, 0.4, 0.2]], "charge": 2, "largest_force_ev_per_a": 5.9, "spin_multiplicity": 1, "e_homo_ha": [-0.6006, -0.6006], "energy_ev": -47205.36625, "homo_lumo_gap_ev": [6.230, 6.242]}

=====

Entry 3:
{"formula": "C3H3F3O", "method": "ωB97M-V/def2-TZVPD", "species": ["C", "C", "C", "O", "F", "F", "F", "H", "H", "H"], "coordinates": [[-2.3933, -1.1487, 0.3933], [1.4353, 0.6744, 0.6208], [-2.2085, 0.1008, 0.1720], [1.7588, 1.8233, 0.0572], [2.7029, 0.1459, 0.9787], [-2.7750, 1.1282, 0.7765], [-1.1596, 0.5741, -0.5786], [-3.0352, -1.6385, 1.0857], [-1.6542, -1.7601, 0.0199], [0.8892, 2.1442, -0.1809]], "forces_ev_per_a": [[-0.6, -1.0, 0.7], [3.3, -0.1, 0.4], [1.8, 2.5, 0.1], [-0.3, -1.6, 0.8], [-2.3, 0.9, -0.6], [-0.3, -0.1, -0.4], [-1.5, -0.4, 0.5], [-0.8, 0.4, 0.3], [1.3, -1.3, -1.2], [-0.5, 0.7, -0.4]], "charge": 0, "largest_force_ev_per_a": 3.3, "spin_multiplicity": 1, "e_homo_ha": -0.3854, "energy_ev": -13356.33354, "homo_lumo_gap_ev": 11.207}